This record from the OMol25 dataset describes a structure of composition C12H20CaN2O2. The level of theory is ωB97M-V with the def2-TZVPD basis set.

CARTESIAN COORDINATES (ANGSTROEM)
Ca  0.3389  0.0772  -0.1069
O  2.1351  1.6835  1.6819
O  -1.9332  -1.7294  1.6699
N  1.1028  0.9114  1.7553
N  -0.9192  -0.7477  1.5680
C  1.7686  0.3252  3.9985
C  -0.7795  -1.4912  3.8891
C  -1.1088  1.8912  -1.3692
C  0.8272  0.1741  2.8815
C  1.6952  0.0787  -2.3409
C  -0.3002  -0.6583  2.7729
C  -0.5396  -1.2697  -1.9432
C  0.9356  1.3737  -2.7461
C  0.8928  -1.2971  -2.3114
C  -1.5653  -0.4716  -2.5988
C  -2.0650  0.9566  -2.0228
C  0.1958  2.0765  -1.6385
H  -2.5008  -1.0682  -2.6123
H  -1.2966  -0.3372  -3.6469
H  0.0324  -2.1362  4.2457
H  1.4826  -0.3155  4.8377
H  -2.5415  1.4133  -2.9028
H  0.3263  1.2100  -3.6425
H  1.7335  2.0499  -3.0826
H  2.1743  0.2406  -1.3282
H  -1.5983  2.5782  -0.6585
H  -2.8997  0.7630  -1.3162
H  0.7765  2.8183  -1.0497
H  1.4011  -1.9577  -1.5703
H  -1.6400  -2.0858  3.6043
H  1.1745  -1.8035  -3.2477
H  1.7335  1.3887  4.3027
H  -1.0213  -0.8309  4.7322
H  2.7793  0.0344  3.6467
H  -0.8772  -2.0364  -1.2625
H  2.5327  -0.0564  -3.0426
H  -2.4526  -1.7519  0.8539

Its multiplicity is 1. Its HOMO energy (spin up / spin down) is -5.82 / -5.81 eV. As for the HOMO-LUMO gap (spin up / spin down): 5.90 / 5.90 eV.

In the Löwdin picture, each atom carries the following charge in e: 1.39 -0.16 -0.11 -0.29 -0.13 -0.05 -0.01 -0.19 -0.33 -0.23 -0.29 -0.41 -0.19 -0.31 -0.28 -0.18 -0.19 0.10 0.09 0.10 0.07 0.11 0.12 0.11 0.08 0.12 0.10 0.13 0.11 0.07 0.09 0.10 0.10 0.09 0.05 0.11 0.10

***

This record from the OMol25 dataset describes the molecule C9H12N2. The level of theory is ωB97M-V with the def2-TZVPD basis set.

CARTESIAN COORDINATES (ANGSTROEM)
N  0.4957  -0.4719  1.3467
N  0.8164  -0.6811  2.5884
C  0.8214  1.5954  -1.0497
C  -0.8381  -0.1066  1.2075
C  0.5201  0.0624  -0.8720
C  -2.1412  0.1441  -1.0301
C  -0.2561  -0.4613  3.3599
C  -1.3332  -0.1026  2.5344
C  -1.0823  -0.0020  -0.2426
C  0.6081  -0.6546  -2.2203
C  1.3269  -0.6788  0.2350
H  1.4625  -1.7537  0.1658
H  0.2958  0.1349  -2.9522
H  -2.0077  0.2155  -2.0836
H  2.3158  -0.2571  0.4119
H  -0.0016  2.1334  -1.4856
H  -0.1826  -0.6868  4.4454
H  -3.0369  -0.1702  -0.6409
H  1.0374  1.9225  -0.1228
H  1.6615  1.8025  -1.7581
H  -2.3157  0.3448  2.9424
H  0.1333  -1.5436  -2.3975
H  1.7008  -0.7852  -2.3820

Its multiplicity is 1. Its HOMO energy is -8.45 eV. As for the HOMO-LUMO gap: 9.27 eV.

In the Löwdin picture, each atom carries the following charge in e: -0.16 0.06 -0.03 -0.14 -0.38 0.06 -0.16 -0.03 -0.12 -0.06 -0.08 0.13 0.09 0.06 0.13 0.08 0.11 0.04 0.04 0.10 0.12 0.05 0.10

***

This record from the OMol25 dataset describes the molecule C4H5ClN2. The level of theory is ωB97M-V with the def2-TZVPD basis set.

CARTESIAN COORDINATES (ANGSTROEM)
Cl  1.2308  2.0835  -1.9340
N  -0.5937  -1.2776  0.4191
N  -1.2992  -0.8776  -0.6506
C  0.4109  0.8352  -0.9899
C  0.1751  -0.3398  1.1958
C  -0.7732  0.0634  -1.4330
C  0.8468  0.5899  0.2909
H  -0.9969  -1.9541  1.0458
H  -0.4507  0.2112  1.9007
H  1.0029  -0.8636  1.6780
H  -1.3051  0.4851  -2.2722
H  1.7525  1.0444  0.7493

Its multiplicity is 1. Its HOMO energy is -8.19 eV. As for the HOMO-LUMO gap: 8.60 eV.

In the Löwdin picture, each atom carries the following charge in e: 0.61 -0.08 0.02 -0.63 -0.22 -0.15 -0.12 0.12 0.12 0.12 0.09 0.12

***

This record from the OMol25 dataset describes a structure of composition C16H23MnN7O4S. The level of theory is ωB97M-V with the def2-TZVPD basis set.

CARTESIAN COORDINATES (ANGSTROEM)
Mn  -0.6555  -0.2109  -0.8637
S  -1.5364  -2.1026  0.1038
O  5.4293  -0.1882  2.5411
O  3.9402  -1.7501  2.6854
O  -0.0295  1.1299  -1.8281
O  1.4751  2.5966  -2.5882
N  -1.0459  0.9890  0.8537
N  -1.7857  -4.3697  -1.4798
N  4.4204  -0.7482  2.1988
N  -0.9301  -1.2863  -2.7516
N  -1.2315  -2.6437  -2.5490
N  -1.6662  -4.7670  -2.7845
N  -1.5390  2.4038  2.9087
C  3.1911  1.7181  -0.3342
C  -1.5273  -3.0908  -1.3152
C  3.6716  -0.1564  1.0647
C  3.9512  1.1396  0.6793
C  1.9814  -0.3588  -0.5789
C  2.1829  0.9831  -0.9416
C  -0.7279  1.2134  3.3277
C  -1.3297  -3.7078  -3.4507
C  -2.8389  1.9709  2.2968
C  -2.5251  1.1217  1.0454
C  1.2689  1.6571  -1.9060
C  2.7186  -0.9421  0.4411
C  -1.0790  -3.6085  -4.9069
C  -0.7571  3.2306  1.9320
C  -0.4609  2.3590  0.6932
C  -0.4533  0.3530  2.0746
H  -0.1147  -1.1995  -3.3623
H  -1.7827  -2.9231  -5.3824
H  -2.0504  -5.0509  -0.7768
H  0.1874  1.5850  3.7839
H  2.6070  -1.9777  0.7312
H  -1.7145  -0.8425  -3.2408
H  0.6120  2.2546  0.5498
H  -3.4010  2.8701  2.0522
H  0.1512  3.5572  2.4345
H  -1.7405  2.9719  3.7354
H  -2.9453  1.5894  0.1551
H  -3.3889  1.4098  3.0498
H  -1.2116  -4.5967  -5.3420
H  -0.8845  2.8077  -0.2017
H  0.6177  0.2322  1.9127
H  -0.8940  -0.6328  2.2031
H  4.7462  1.6822  1.1742
H  1.3901  -1.0397  -1.2005
H  -0.0591  -3.2773  -5.1122
H  3.3674  2.7399  -0.6463
H  -2.9521  0.1260  1.1470
H  -1.3539  4.1069  1.6870
H  -1.2973  0.6725  4.0810

Its multiplicity is 5. The expectation value of S² is 6.076. As for the net charge: +3. Its HOMO energy (spin up / spin down) is -18.48 / -18.47 eV. As for the HOMO-LUMO gap (spin up / spin down): 6.49 / 7.73 eV.

In the Löwdin picture, each atom carries the following charge in e: 0.82 0.81 0.15 0.11 -0.20 0.23 -0.23 0.11 -0.34 0.10 -0.06 0.20 -0.07 0.05 -0.63 -0.10 0.08 -0.07 -0.15 -0.02 -0.26 -0.02 -0.10 -0.47 0.03 0.04 -0.02 -0.09 -0.11 0.16 0.11 0.20 0.15 0.14 0.16 0.12 0.15 0.15 0.21 0.15 0.15 0.12 0.14 0.12 0.09 0.15 0.10 0.10 0.15 0.10 0.15 0.15

***

This record from the OMol25 dataset describes the molecule C16H15NO4. The level of theory is ωB97M-V with the def2-TZVPD basis set.

CARTESIAN COORDINATES (ANGSTROEM)
O  0.1036  2.0184  -3.3698
O  -3.1648  2.7987  -2.3968
O  -2.7615  1.1944  -3.9487
O  1.9064  0.6501  1.9760
N  0.0879  1.0047  -0.3124
C  1.0318  -1.3496  2.6703
C  2.2388  -1.9624  3.0676
C  -0.4675  3.0575  -1.3527
C  0.4101  2.4360  -0.2260
C  -2.3728  1.9949  -2.8912
C  -0.5362  -1.1097  -0.1329
C  0.4919  0.8225  -4.0592
C  -0.1071  -3.0358  4.0078
C  -0.9243  1.9164  -2.3438
C  -0.6817  0.7195  -1.3845
C  0.2369  -0.1247  0.5169
C  -0.1509  -1.9422  3.1314
C  -1.1025  -0.5924  -1.3543
C  2.2735  -3.0314  3.9741
C  1.0882  -3.5195  4.4651
C  1.0461  -0.1943  1.7531
H  -1.0891  -1.4673  2.8307
H  0.8887  0.0505  -3.3952
H  3.1593  -1.5646  2.6699
H  -0.6609  -2.1140  0.2103
H  -1.0527  -3.4362  4.3118
H  3.2213  -3.4614  4.2278
H  -1.7755  -1.0944  -2.0827
H  -3.6988  1.3796  -4.0955
H  -0.3720  0.4292  -4.6018
H  1.1033  -4.3064  5.1999
H  1.5058  2.5960  -0.3633
H  -1.3432  3.5178  -0.8726
H  1.2513  1.0729  -4.7759
H  0.1284  3.8003  -1.8376
H  0.0881  2.8469  0.7842

Its multiplicity is 1. Its HOMO energy is -8.86 eV. As for the HOMO-LUMO gap: 9.03 eV.

In the Löwdin picture, each atom carries the following charge in e: -0.12 0.10 0.10 0.08 0.01 -0.16 0.00 -0.05 -0.07 -0.35 0.00 -0.06 -0.08 -0.25 -0.19 -0.10 -0.03 0.00 -0.07 -0.10 -0.30 0.12 0.09 0.11 0.10 0.10 0.10 0.12 0.12 0.08 0.10 0.13 0.12 0.08 0.11 0.14

***

This record from the OMol25 dataset describes the molecule C3H8NOP. The level of theory is ωB97M-V with the def2-TZVPD basis set.

CARTESIAN COORDINATES (ANGSTROEM)
P  -1.2589  -1.9062  -0.9397
O  1.0414  -0.4591  -1.1834
N  -1.6889  0.2224  1.0612
C  0.1351  0.4509  -0.7068
C  -0.9985  -0.3512  -0.1934
C  0.7454  1.2984  0.4337
H  0.8744  0.5945  1.2727
H  1.8886  -0.0899  -1.3692
H  -1.9390  -2.3818  0.3385
H  0.0258  2.1576  0.7565
H  -0.1405  1.0630  -1.5994
H  1.7241  1.7536  0.2221
H  0.0190  -2.4137  -0.3418
H  -2.2006  -0.5408  1.6212

Its multiplicity is 1. Its HOMO energy (spin up / spin down) is -9.23 / -9.24 eV. As for the HOMO-LUMO gap (spin up / spin down): 9.24 / 9.25 eV.

In the Löwdin picture, each atom carries the following charge in e: 0.84 -0.11 0.04 -0.55 -0.58 -0.07 0.08 0.09 -0.06 0.11 0.15 0.07 -0.03 0.02

***

This record from the OMol25 dataset describes a structure of composition C20H38NOSbSe2Te2W. The level of theory is ωB97M-V with the def2-TZVPD basis set.

CARTESIAN COORDINATES (ANGSTROEM)
W  0.3868  0.0974  1.8553
Te  0.9389  2.6081  4.6908
Te  0.2079  0.0252  4.8166
Sb  -0.8357  0.8411  -0.6027
Se  -1.6795  0.1248  3.1277
Se  1.2382  2.3653  2.1745
O  2.1720  -0.0845  0.4457
N  1.0167  -2.0022  2.2483
C  3.3396  -1.3165  2.7148
C  0.5446  1.9106  -1.9619
C  2.5357  -3.6640  3.0396
C  -0.2898  -1.8990  -1.8912
C  -2.1987  3.1975  0.7418
C  0.0579  -2.9574  2.2017
C  0.2840  -4.2708  2.5410
C  -3.1428  2.8085  -1.5332
C  4.0993  -1.2537  1.3810
C  -3.7396  1.2736  0.3107
C  3.1481  -1.1405  0.2081
C  -2.4242  -1.7437  -0.6703
C  -2.6097  2.1265  -0.2692
C  -0.2517  2.6802  -3.0198
C  2.2542  -2.3541  2.6800
C  1.4596  0.9210  -2.6833
C  -1.4863  -0.9895  -1.6135
C  1.5538  -4.6363  2.9677
C  1.3828  2.9227  -1.1824
C  -2.2093  -0.6478  -2.9133
H  -1.3843  3.8216  0.3673
H  -0.5247  -4.9839  2.4849
H  2.9171  -0.3332  2.9507
H  -3.1263  -0.0823  -2.7400
H  -2.5395  3.6618  -1.8302
H  2.2448  1.4912  -3.1835
H  1.7694  -5.6569  3.2510
H  -3.2426  2.1378  -2.3880
H  -3.2834  -1.1684  -0.3384
H  -4.1382  3.1916  -1.3026
H  -0.9935  2.0679  -3.5305
H  -0.9287  -2.6297  1.9097
H  -2.8013  -2.6284  -1.1887
H  0.3099  -2.0732  -0.9908
H  0.7789  3.6127  -0.5906
H  4.7966  -0.4144  1.3955
H  3.5310  -3.9074  3.3842
H  -1.5782  -0.0871  -3.6022
H  -1.8965  2.7754  1.7020
H  2.5608  -2.0451  0.0603
H  0.4507  3.0382  -3.7757
H  -0.7427  3.5542  -2.6021
H  2.1204  2.4602  -0.5187
H  3.6633  -0.9124  -0.7245
H  -0.6693  -2.8699  -2.2186
H  1.9524  3.5185  -1.8983
H  -3.4473  0.6820  1.1847
H  1.9377  0.2004  -2.0190
H  -2.4919  -1.5764  -3.4158
H  -4.5372  1.9456  0.6329
H  -3.0541  3.8518  0.9208
H  0.3631  -1.5266  -2.6758
H  -1.8826  -2.0938  0.2099
H  2.6277  0.7700  0.4087
H  4.6988  -2.1554  1.2392
H  -4.1697  0.6044  -0.4339
H  0.9239  0.3737  -3.4585
H  4.0329  -1.5571  3.5199

Its multiplicity is 3. The expectation value of S² is 2.034. As for the net charge: +2. Its HOMO energy (spin up / spin down) is -13.68 / -13.90 eV. As for the HOMO-LUMO gap (spin up / spin down): 6.42 / 6.62 eV.

In the Löwdin picture, each atom carries the following charge in e: 0.48 0.42 0.44 1.57 0.08 0.04 -0.33 -0.10 -0.14 -0.66 0.02 -0.10 -0.13 -0.13 -0.01 -0.09 -0.13 -0.12 -0.18 -0.11 -0.66 -0.10 -0.29 -0.10 -0.69 0.01 -0.14 -0.09 0.07 0.13 0.06 0.08 0.07 0.10 0.13 0.07 0.06 0.10 0.07 0.07 0.11 0.06 0.06 0.13 0.14 0.07 0.02 0.12 0.10 0.07 0.03 0.14 0.10 0.11 0.01 0.05 0.10 0.10 0.10 0.07 0.04 0.05 0.14 0.08 0.08 0.14